DFT (wB97M-V/def2-TZVPD) results for 8 unconnected molecules or ions with the total composition C29H52O16S2.

Last column: Mulliken charge in e.
CARTESIAN COORDINATES (ANGSTROEM)
C 14.604 14.884 26.515  -1.2441
C 14.619 14.527 28.005  0.3442
C 15.426 13.242 28.320  -0.4221
O 16.069 13.563 29.507  -0.2461
C 16.028 14.909 29.685  0.5982
O 16.793 15.535 30.487  -0.6033
O 15.232 15.505 28.804  -0.3426
H 13.801 14.282 26.090  0.3349
H 15.602 14.670 26.132  0.3462
H 14.428 15.960 26.506  0.3333
H 13.604 14.398 28.380  0.3218
H 16.075 12.906 27.511  0.3052
H 14.677 12.476 28.522  0.2741
C 16.683 1.122 21.264  -1.4817
C 16.826 1.559 22.694  0.5396
C 16.542 0.403 23.657  -0.4287
O 17.876 0.093 24.211  -0.3352
C 18.789 0.947 23.717  0.7223
O 20.050 0.948 23.914  -0.6082
O 18.199 1.837 22.930  -0.3661
H 15.639 0.882 21.063  0.3905
H 17.090 0.119 21.132  0.3656
H 17.168 1.706 20.482  0.3466
H 16.264 2.482 22.834  0.3044
H 16.083 -0.488 23.228  0.2810
H 15.926 0.696 24.507  0.2693
C 8.896 3.576 26.386  -1.4455
C 9.296 2.985 25.078  0.5466
C 10.620 3.624 24.495  -0.3844
O 11.473 2.509 24.248  -0.2859
C 10.840 1.378 24.621  0.6389
O 11.305 0.224 24.580  -0.5946
O 9.671 1.630 25.142  -0.3604
H 8.478 4.547 26.119  0.4073
H 9.499 3.659 27.291  0.3325
H 8.020 3.016 26.712  0.3679
H 8.512 3.207 24.354  0.2021
H 10.946 4.429 25.153  0.2926
H 10.325 4.049 23.535  0.2830
O 17.390 9.672 32.279  -0.5857
S 18.674 9.571 32.994  1.0354
O 18.972 8.541 33.990  -0.6420
C 20.094 9.736 31.735  -0.7555
C 21.161 10.514 32.523  -0.5085
C 20.405 11.641 33.212  -0.5860
C 19.110 11.103 33.852  -0.6540
H 19.740 10.339 30.899  0.3499
H 20.412 8.780 31.318  0.4173
H 21.751 9.840 33.144  0.3057
H 21.882 10.990 31.858  0.3141
H 20.021 12.381 32.509  0.2861
H 21.004 12.126 33.983  0.3115
H 18.257 11.775 33.755  0.3639
H 19.162 10.801 34.898  0.3470
O 8.974 10.132 31.951  -0.6427
S 10.405 9.722 32.021  1.0438
O 11.345 9.903 30.879  -0.5983
C 10.948 10.792 33.393  -0.7018
C 11.757 9.804 34.384  -0.5793
C 11.046 8.448 34.389  -0.5615
C 10.778 8.125 32.875  -0.7687
H 10.081 11.224 33.892  0.3300
H 11.501 11.618 32.945  0.3888
H 12.776 9.590 34.061  0.2866
H 11.806 10.281 35.363  0.3326
H 10.003 8.600 34.669  0.3083
H 11.593 7.626 34.851  0.3486
H 10.030 7.387 32.583  0.4330
H 11.680 7.839 32.334  0.3798
C 16.043 8.756 21.260  -0.9464
C 14.845 9.799 21.118  0.7517
C 13.594 9.228 20.593  -1.0598
O 14.988 10.962 21.617  -0.5852
H 16.843 9.183 20.655  0.3083
H 15.834 7.777 20.829  0.3073
H 16.375 8.561 22.280  0.2839
H 13.820 8.964 19.560  0.3101
H 12.892 10.044 20.764  0.3195
H 13.334 8.276 21.058  0.3114
C 16.237 2.944 32.466  -1.0238
C 14.968 2.600 31.767  0.7566
C 15.119 1.596 30.681  -1.1057
O 13.965 3.216 31.998  -0.5552
H 16.147 3.836 33.087  0.2916
H 16.950 3.033 31.646  0.3342
H 16.491 2.053 33.040  0.3079
H 15.017 1.920 29.645  0.3079
H 14.591 0.667 30.894  0.3328
H 16.099 1.123 30.620  0.3548
C 15.017 6.613 28.235  -1.1133
C 14.868 6.538 26.729  0.8976
C 14.068 7.663 26.144  -1.0815
O 15.513 5.715 26.033  -0.5811
H 14.040 6.601 28.717  0.3341
H 15.516 7.521 28.576  0.3207
H 15.587 5.780 28.646  0.2812
H 14.479 8.664 26.275  0.3163
H 13.070 7.692 26.581  0.3586
H 13.899 7.506 25.078  0.2681

- largest force on an atom (hartree/bohr) = 0.116
- SMILES = C[C@H]1COC(=O)O1.C[C@H]1COC(=O)O1.C[C@H]1COC(=O)O1.O=S1(=O)CCCC1.O=S1(=O)CCCC1.CC(C)=O.CC(C)=O.CC(C)=O
- E_tot (eV) = -85342.5337
- LUMO energy (eV) = -0.084
- total charge = 0
- gap between HOMO and LUMO (eV) = 9.61
- E_HOMO (Eh) = -0.356



DFT (wB97M-V/def2-TZVPD) results for a molecular structure, C12H37BCdCrFN3O7S.

Last column: natural (NBO) charge in e.
CARTESIAN COORDINATES (ANGSTROEM)
Cr -0.024 0.937 3.106  1.7909
Cd -2.504 -1.675 1.778  1.7715
F -0.781 -0.581 1.908  -0.7768
B 1.276 -3.327 3.212  -0.8283
H 1.015 -2.391 2.743  -0.0721
H 2.157 -3.668 2.691  -0.0037
H 1.656 -3.023 4.175  -0.0046
H 0.447 -4.017 3.176  -0.0362
S -2.625 0.666 3.847  2.6159
O -3.243 -0.360 3.049  -1.0804
O -1.322 0.225 4.374  -0.9511
O -1.884 1.665 3.051  -0.9250
O -3.417 1.236 4.936  -0.8413
C -1.478 -2.349 -2.358  -0.6292
C -1.859 -1.727 -1.021  -0.0704
C -3.123 -0.848 -1.030  -0.0842
O -3.492 -0.522 0.307  -0.6514
C -4.232 0.697 0.400  -0.2536
N -2.112 -2.789 -0.041  -0.9210
H -2.364 -2.855 -2.741  0.2219
H -0.707 -3.054 -2.046  0.2194
H -0.950 -1.672 -3.030  0.2508
H -0.969 -1.202 -0.674  0.2018
H -3.975 -1.394 -1.434  0.1977
H -2.853 0.048 -1.587  0.2113
H -4.534 1.022 1.396  0.2329
H -5.134 0.463 -0.166  0.1942
H -3.669 1.478 -0.110  0.1860
H -1.370 -3.471 -0.106  0.4222
H -2.837 -3.317 -0.505  0.3930
C -0.647 2.321 -0.443  -0.6220
C 0.587 2.832 0.392  -0.0652
C 0.335 4.196 1.055  -0.0874
O 1.250 4.555 2.086  -0.5336
C 2.577 4.758 1.574  -0.2678
N 0.861 1.767 1.413  -0.9424
H -1.315 1.757 0.208  0.2094
H -0.375 1.556 -1.169  0.2178
H -1.211 3.108 -0.944  0.2355
H 1.470 2.993 -0.226  0.2099
H -0.617 4.160 1.586  0.1991
H 0.238 5.021 0.350  0.1969
H 3.193 5.140 2.389  0.2216
H 2.499 5.529 0.808  0.1824
H 2.987 3.895 1.048  0.1525
H 1.784 2.050 1.710  0.3966
H 1.057 1.026 0.755  0.4545
C 3.055 0.765 -2.248  -0.6484
C 1.867 -0.235 -1.946  -0.0558
C 2.160 -1.761 -2.237  -0.0759
O 2.200 -2.069 -3.670  -0.5404
C 2.506 -3.420 -3.826  -0.2588
N 1.609 -0.183 -0.521  -0.8567
H 3.429 0.536 -3.246  0.2388
H 3.977 0.864 -1.675  0.2279
H 2.741 1.807 -2.292  0.2109
H 0.996 0.075 -2.523  0.1930
H 1.382 -2.406 -1.829  0.1498
H 3.078 -2.095 -1.755  0.1888
H 3.517 -3.627 -3.477  0.1760
H 2.614 -3.628 -4.891  0.2057
H 1.777 -4.090 -3.371  0.1617
H 0.900 -0.882 -0.354  0.3602
H 2.428 -0.512 -0.030  0.3851

- largest force on an atom (hartree/bohr) = 0.123
- 2S+1 = 4
- E_tot (eV) = -79048.4400
- LUMO energy (spin up / spin down) (eV) = -6.545 / -4.850
- total charge = +1
- gap between HOMO and LUMO (spin up / spin down) (eV) = 3.51 / 5.21
- E_HOMO (spin up / spin down) (Eh) = -0.369 / -0.370